1.
A cluster of 9 separate species, C11H44N4O7 in total, computed with ωB97M-V/def2-TZVPD.

Output
gap between HOMO and LUMO	6.10	eV
energy	-32409.65606	eV

```
66
C11H44N4O7, DFT ωB97M-V/def2-TZVPD
N -0.62841 1.33659 0.90929
H -1.08538 0.74510 1.58857
H -0.54123 0.94755 -0.01869
H 0.28667 1.53826 1.28619
H -1.14710 2.19777 0.81213
N -1.54985 -2.70288 3.32943
H -2.36703 -3.28278 3.20280
H -0.82125 -3.06447 2.73069
H -1.28661 -2.64218 4.30264
H -1.80290 -1.76643 3.04815
C -3.47481 0.31135 2.62421
O -2.13869 -0.16597 2.62690
H -3.68189 0.78635 3.58316
H -3.69107 1.15434 1.96792
H -4.20220 -0.37267 2.18704
C 2.52730 2.56114 -0.24635
C 2.72927 2.68342 1.33322
O 1.72760 2.16716 2.13339
H 1.73760 3.25222 -0.54113
H 2.31904 1.53927 -0.56336
H 3.40568 2.96162 -0.75246
H 2.72745 3.76909 1.43021
H 3.72415 2.37352 1.65302
O -1.80741 3.78365 0.43861
H -1.74750 4.49582 -0.19814
H -1.50304 4.16978 1.25988
O -0.35072 0.15888 4.91908
H -0.89736 0.28630 4.14373
H -0.60994 -0.69826 5.25725
O 0.65567 2.78029 4.81236
H 1.04022 2.63786 3.94746
H 0.46116 3.71719 4.83719
C 1.71539 -1.60722 1.24940
C 0.64085 -2.55954 0.72136
C 1.11653 -3.25785 -0.56842
O 1.19793 -2.32987 -1.61113
C 1.79042 -2.89648 -2.77015
N 0.37541 -3.55681 1.74483
H 1.82333 -0.79942 0.52558
H 2.66228 -2.11525 1.43213
H 1.49010 -1.07729 2.17488
H -0.28490 -2.03941 0.47526
H 0.35322 -3.96520 -0.89262
H 2.06541 -3.72914 -0.31223
H 1.28140 -3.78766 -3.13728
H 2.84173 -3.15293 -2.63951
H 1.76379 -2.22378 -3.62740
H 1.21766 -3.67466 2.28966
H 0.19922 -4.47729 1.36829
C -0.96285 2.14640 -2.83154
C -0.80890 0.63577 -2.67908
C -0.35000 -0.10389 -3.92787
O -1.35226 0.00672 -4.89347
C -0.95540 -0.03594 -6.27899
N 0.06528 0.30958 -1.62630
H -1.84650 2.37025 -3.42917
H -0.04550 2.59586 -3.21173
H -1.10231 2.51419 -1.81499
H -1.83109 0.37915 -2.40090
H -0.22593 -1.15924 -3.68506
H 0.56974 0.29015 -4.36021
H -0.46066 -0.98045 -6.50532
H -0.26161 0.74097 -6.60020
H -1.80086 -0.00776 -6.96639
H 1.02168 0.57115 -1.81859
H 0.08999 -0.68227 -1.43731
```

2.
A cluster of 11 separate species, C11H44O11 in total, computed with ωB97M-V/def2-TZVPD.

Output
gap between HOMO and LUMO	10.34	eV
energy	-34638.22476	eV
SMILES	CO.CO.CO.CO.CO.CO.CO.CO.CO.CO.CO

```
66
C11H44O11, DFT ωB97M-V/def2-TZVPD
C -1.60527 -2.18209 2.77245
O -2.50875 -2.54531 3.82353
H -1.59777 -2.98118 2.02974
H -1.91773 -1.23621 2.32735
H -0.61894 -2.02430 3.20902
H -2.03594 -2.61429 4.65330
C -3.07879 -3.16827 -0.73225
O -2.99743 -3.63624 -2.08810
H -4.00705 -2.60963 -0.58300
H -3.13654 -4.06355 -0.10553
H -2.22033 -2.54344 -0.50750
H -3.88964 -3.82685 -2.38572
C 0.59637 2.45554 -4.29097
O 1.58337 1.56473 -4.77327
H 0.63250 3.50540 -4.62182
H -0.41915 2.13042 -4.53806
H 0.69271 2.55002 -3.20988
H 1.60045 1.64464 -5.73099
C 3.34093 -0.01649 2.76880
O 4.33625 0.40835 1.85387
H 3.59358 -0.95496 3.25772
H 3.25851 0.70866 3.59047
H 2.32316 -0.07558 2.37317
H 4.21319 1.35421 1.73406
C -3.88245 -0.05581 -2.93272
O -2.54827 0.38339 -2.80191
H -4.03841 -0.18732 -4.00369
H -4.10043 -1.01859 -2.46048
H -4.58504 0.69512 -2.55358
H -2.24804 0.37732 -1.88590
C 1.58788 4.24079 -0.89426
O 1.89873 2.93321 -0.46930
H 0.76693 4.31915 -1.61991
H 1.29592 4.87753 -0.06166
H 2.46522 4.67739 -1.38657
H 2.23252 2.43284 -1.23167
C -0.71854 0.39324 5.34151
O -0.01991 0.42793 4.10460
H -0.05527 0.06213 6.14088
H -1.03090 1.40964 5.60898
H -1.61506 -0.23606 5.32955
H -0.55218 1.04227 3.57251
C -0.86936 2.67497 1.47611
O -1.54048 2.32763 2.69638
H 0.09995 2.19284 1.53909
H -1.46177 2.37247 0.61371
H -0.68108 3.75126 1.40368
H -2.47192 2.55408 2.64683
C 3.33895 -0.13045 -1.71613
O 2.40217 0.79632 -2.24939
H 4.30191 0.00412 -2.21669
H 3.47581 0.07205 -0.65672
H 3.01761 -1.16485 -1.85708
H 2.40512 0.89648 -3.21179
C 0.95774 -4.02090 -0.82347
O 1.62981 -4.28643 -2.04376
H 0.35295 -3.10940 -0.87452
H 0.26724 -4.80376 -0.49323
H 1.74479 -3.86398 -0.08834
H 0.97554 -4.27464 -2.74906
C 0.14494 -0.32813 0.25960
O -0.21376 0.31763 -0.95475
H 1.19378 -0.18941 0.51322
H -0.46524 0.09847 1.06505
H -0.13622 -1.38255 0.26777
H 0.54116 0.87848 -1.16927
```